Here is a structure of composition C26H24N5O3PtS from OMol25. Energies are from wB97M-V/def2-TZVPD.

Cartesian coordinates (Å):
Pt 0.541 -0.659 0.489
S 1.414 -1.216 -2.634
O 1.584 -2.615 -2.379
O -1.688 0.462 -1.477
O 2.596 -0.403 -2.743
N 2.279 0.342 0.685
N -0.346 2.047 0.783
N 0.360 -0.579 -1.533
N 0.645 -0.715 2.519
N -1.016 -1.946 0.694
C 4.022 1.861 0.151
C -3.040 -3.696 1.372
C 0.576 -1.212 -5.344
C -1.519 -0.096 -5.829
C -0.139 -1.890 2.970
C -2.258 3.071 1.770
C -1.802 -2.463 -0.252
C 0.161 0.546 3.176
C -2.824 -3.346 0.051
C -1.315 3.987 -0.223
C -0.741 -0.197 -3.587
C -2.274 4.036 0.778
C 4.609 1.642 1.382
C -0.379 2.970 -0.175
C -0.395 -0.801 -6.250
C -2.199 -3.182 2.350
C 2.106 -0.854 2.768
C 2.847 1.199 -0.165
C 2.842 0.131 1.897
C -1.183 -2.327 1.976
C -0.770 -0.030 -2.101
C -1.277 2.088 1.732
C -1.707 0.211 -4.487
C 4.001 0.768 2.276
C 0.372 -0.891 -4.018
C -1.244 0.997 2.783
H 2.351 -0.699 3.823
H -1.844 0.148 2.443
H 2.362 1.321 -1.119
H 5.526 2.146 1.654
H -3.437 -3.740 -0.746
H 0.549 -2.728 3.098
H -3.843 -4.367 1.642
H -1.598 -2.155 -1.262
H 4.456 2.534 -0.573
H -0.602 -1.693 3.940
H 4.425 0.584 3.254
H 0.871 1.334 2.928
H 1.451 -1.761 -5.664
H -2.578 0.750 -4.139
H -1.745 1.374 3.676
H -2.257 0.212 -6.558
H 0.374 2.882 -0.951
H -2.995 3.082 2.562
H -2.321 -3.456 3.389
H 0.218 0.363 4.254
H -1.297 4.715 -1.021
H -0.275 -1.036 -7.299
H 2.396 -1.865 2.477
H -3.024 4.816 0.786

As for the LUMO energy: -2.81 eV. The HOMO energy comes out at -11.38 eV. For the energy above the lowest of the compared OMol25 structures with the same formula, charge and spin, the calculation gives 2.8 kcal per mole. As for the charge: +1. As for the HOMO-LUMO gap: 8.57 eV.

Here is a structure of composition C26H25AgClP2Se3Te from OMol25. Energies are from wB97M-V/def2-TZVPD.

Cartesian coordinates (Å):
Te 4.388 -3.142 1.099
Ag 2.219 -0.657 0.049
Se 5.338 -0.821 1.347
Se 2.983 -2.936 -0.995
Se 3.481 0.444 2.140
Cl -0.409 -1.054 -2.474
P 2.251 1.641 -1.077
P -0.288 -1.074 0.712
C -1.012 0.484 1.326
C 0.005 2.407 -2.546
C -1.707 -1.797 -1.599
C -0.086 -3.911 4.342
C -2.777 -2.410 0.443
C -2.166 1.047 0.790
C -0.728 2.645 -3.697
C 1.949 1.959 -3.871
C 1.842 3.073 -0.016
C -3.803 -2.958 -1.655
C 0.575 -4.194 3.157
C -1.699 -1.806 -0.207
C -0.828 -2.743 4.457
C -2.745 -2.367 -2.325
C -0.255 -2.149 2.190
C 0.499 -3.315 2.086
C -0.128 2.536 -4.944
C -0.287 1.204 2.282
C -3.822 -2.979 -0.268
C -1.879 3.006 2.159
C 1.212 2.188 -5.025
C 3.993 1.997 -1.481
C -0.914 -1.867 3.386
C -2.592 2.306 1.200
C -0.726 2.447 2.703
C 1.359 2.068 -2.613
H -0.490 2.465 -1.582
H 1.046 -3.519 1.170
H -3.488 2.734 0.768
H 1.691 2.092 -5.992
H -0.155 2.990 3.445
H 2.992 1.685 -3.956
H 2.430 2.961 0.897
H 4.381 1.236 -2.158
H -2.211 3.985 2.480
H 1.177 -5.089 3.067
H 0.632 0.788 2.681
H -4.645 -3.443 0.260
H -2.708 -2.343 -3.405
H -2.783 -2.441 1.524
H -0.702 2.713 -5.845
H 2.080 4.020 -0.504
H 0.787 3.056 0.261
H -2.736 0.506 0.045
H -1.777 2.905 -3.620
H -1.336 -2.510 5.385
H -1.492 -0.956 3.484
H -0.010 -4.590 5.182
H 4.142 2.992 -1.903
H -4.610 -3.407 -2.220
H 4.542 1.898 -0.542

As for the LUMO energy: 2.43 eV. The HOMO energy comes out at -3.38 eV. For the energy above the lowest of the compared OMol25 structures with the same formula, charge and spin, the calculation gives 2.2 kcal per mole. As for the charge: -1. As for the HOMO-LUMO gap: 5.82 eV.

Here is a cluster of 5 separate species, C26H25BClO20PSi in total at a distorted geometry from OMol25. Energies are from wB97M-V/def2-TZVPD.

Cartesian coordinates (Å):
Cl -2.193 -1.965 -1.043
P -3.491 0.600 1.105
Si -2.547 -1.455 0.944
O 3.718 4.010 -3.105
O 1.368 5.146 -2.959
O -0.472 1.508 -0.624
O -3.813 0.789 2.541
O 1.905 0.398 -0.708
O -2.191 5.125 0.992
O -3.893 -4.096 1.193
O -1.212 -1.393 1.896
O -4.328 -6.585 2.147
O -5.948 -9.691 6.333
O -0.357 9.937 -0.834
O 9.009 2.318 -5.355
O 4.872 0.698 -3.841
O -4.623 -2.504 2.768
O -1.940 5.581 -1.572
O 5.844 -1.690 -3.412
O -3.785 -5.897 4.603
O -0.536 9.459 1.724
O -6.423 -10.417 3.879
O 9.964 -0.083 -4.997
C -4.409 -6.937 4.494
C 6.884 1.650 -4.615
C -1.620 6.516 -0.857
C -5.411 -8.542 2.863
C -1.730 6.313 0.634
C -1.383 7.266 1.510
C 8.791 0.041 -4.700
C -0.801 8.744 -0.478
C 7.963 -1.028 -4.175
C 0.539 -3.076 1.810
C -4.843 -7.747 5.615
C 1.835 1.485 -1.254
C 6.055 0.577 -4.111
C -5.511 -8.886 5.379
C -4.745 -7.398 3.094
C 0.116 -1.675 1.417
C -1.145 7.788 -1.353
C -0.889 8.536 1.015
C -5.827 -9.360 3.981
C 6.676 -0.781 -3.894
C 8.173 1.405 -4.893
C 1.432 4.046 -2.441
C 2.763 3.340 -2.478
C 0.499 2.182 -1.236
C 2.945 2.137 -1.917
C 0.312 3.383 -1.795
B -3.829 -2.835 1.714
H -6.389 -10.434 5.877
H 4.980 -1.245 -3.307
H 0.228 -1.504 0.350
H -5.655 -8.882 1.867
H 3.309 4.845 -3.405
H 1.622 -3.127 1.898
H -1.456 7.130 2.579
H -1.081 7.924 -2.423
H 0.779 -0.967 1.911
H -3.968 -4.096 0.234
H -0.181 10.421 -0.002
H 0.143 -3.266 2.807
H -4.119 -2.176 3.520
H -0.080 0.674 -0.298
H 9.870 1.868 -5.469
H -2.569 1.542 0.619
H -4.624 0.645 0.266
H -3.889 -5.830 2.585
H -2.364 4.636 0.164
H 8.417 -1.997 -4.026
H 3.892 1.623 -1.939
H -4.611 -7.403 6.612
H 6.430 2.622 -4.749
H -0.642 3.892 -1.787
H 0.187 -3.835 1.117

As for the LUMO energy: -1.66 eV. The HOMO energy comes out at -9.21 eV. For the energy above the lowest of the compared OMol25 structures with the same formula, charge and spin, the calculation gives 5.5 kcal per mole. Its SMILES is CCO[Si@](Cl)([PH2]=O)B(O)O.O=C1C=C(O)C(=O)C=C1O.O=C1C=C(O)C(=O)C=C1O.O=C1C=C(O)C(=O)C=C1O.O=C1C=C(O)C(=O)C=C1O. As for the HOMO-LUMO gap: 7.55 eV.

Here is a structure of composition C26H25Br4N2O2Os from OMol25. Energies are from wB97M-V/def2-TZVPD.

Cartesian coordinates (Å):
Os 1.338 -0.680 0.331
Br 0.804 -5.475 -1.159
Br -1.105 -2.515 4.359
Br -0.929 -7.234 1.099
Br -1.877 -5.740 3.907
O 1.221 -2.644 -0.226
O 0.343 -1.413 1.973
N 1.658 1.021 1.258
N 2.682 -0.443 -1.342
C 4.006 3.528 -1.406
C -3.739 0.337 0.460
C -3.525 -2.098 0.896
C -0.516 -5.414 1.411
C -1.817 -1.006 -0.500
C 4.508 1.193 -1.189
C 2.209 1.900 -1.531
C 4.931 2.518 -1.200
C 1.748 4.476 1.939
C -1.162 0.167 -1.202
C 2.110 3.178 2.662
C -1.292 1.978 -2.826
C 1.864 1.991 1.846
C -3.325 -1.000 -0.157
C 2.660 3.214 -1.565
C -4.231 -1.351 -1.343
C 0.212 0.451 -0.928
C -0.913 -4.789 2.585
C 0.032 2.273 -2.595
C 0.777 1.529 -1.674
C 3.169 0.898 -1.364
C 0.076 -2.695 1.829
C -1.866 0.918 -2.132
C 0.515 -3.348 0.638
C -0.607 -3.439 2.785
C 0.201 -4.688 0.452
H 5.979 2.751 -1.059
H -3.085 0.579 1.301
H -3.168 -3.064 0.527
H -1.298 -1.115 0.447
H -4.767 0.282 0.830
H 3.162 3.188 2.956
H 0.516 3.066 -3.154
H 4.325 4.563 -1.424
H 5.220 0.388 -1.045
H -3.676 1.155 -0.258
H 1.934 4.010 -1.686
H -2.900 0.679 -2.334
H 3.428 -1.127 -1.308
H 1.918 5.330 2.596
H -3.914 -2.293 -1.798
H -1.599 -1.922 -1.065
H 1.526 3.081 3.580
H 0.700 4.469 1.639
H -1.870 2.540 -3.550
H 2.117 -0.621 -2.171
H -4.245 -0.591 -2.123
H -2.974 -1.865 1.808
H -4.583 -2.200 1.154
H 2.354 4.596 1.044
H -5.261 -1.478 -0.998

As for the LUMO energy: 2.42 eV. The HOMO energy comes out at -3.53 eV. For the energy above the lowest of the compared OMol25 structures with the same formula, charge and spin, the calculation gives 0.0 kcal per mole. As for the charge: -1. As for the HOMO-LUMO gap: 5.95 eV.

Here is a structure of composition C26H25Cl5N5O7RuS at a distorted geometry from OMol25. Energies are from wB97M-V/def2-TZVPD.

Cartesian coordinates (Å):
Ru 1.171 0.355 -1.945
Cl 0.988 -4.298 -5.347
Cl 3.809 -6.043 -1.084
Cl 3.321 -3.281 0.333
Cl 2.647 -6.531 -3.927
Cl 0.569 -1.563 -3.880
S -0.852 -1.676 5.477
O 2.977 0.588 -2.879
O -2.162 -1.111 5.693
O -0.461 2.615 4.115
O 1.794 -1.437 -1.265
O 0.083 -1.827 6.558
O -0.998 0.396 -2.101
O 0.539 3.956 2.743
N -0.458 0.604 2.135
N 0.101 2.872 3.066
N 0.717 2.249 -2.344
N 0.532 0.768 0.177
N -0.547 2.654 -2.234
C 0.722 1.947 0.841
C 2.718 -3.599 -1.237
C -5.056 1.038 -1.625
C -3.295 3.191 -1.739
C -1.387 1.601 -2.086
C -0.647 -1.402 0.641
C -1.103 -0.036 3.302
C 1.165 4.664 -2.495
C 3.590 1.695 -2.889
C -2.821 1.888 -1.896
C -3.707 0.813 -1.838
C 2.395 -5.036 -3.153
C 1.662 -4.036 -3.796
C -5.525 2.336 -1.463
C 1.994 -2.567 -1.877
C -0.066 -0.687 4.218
C 5.053 1.651 -3.176
C 0.137 1.849 2.051
C 2.920 -4.810 -1.867
C 1.480 -2.825 -3.162
C -0.180 -0.028 0.976
C 2.975 2.968 -2.697
C -1.060 -3.260 4.701
C -4.646 3.411 -1.521
C -1.707 -4.225 5.699
C 1.639 3.246 -2.512
H -2.664 -3.837 6.049
H -5.015 4.421 -1.397
H 0.621 -1.340 3.674
H 2.006 5.344 -2.604
H -1.880 -5.189 5.221
H -0.693 -1.504 -0.438
H 5.598 2.120 -2.354
H 1.270 2.783 0.439
H -1.813 -0.762 2.920
H -0.063 -3.586 4.394
H -3.328 -0.192 -1.970
H 0.508 0.062 4.767
H -2.602 4.019 -1.791
H 5.383 0.624 -3.299
H -5.745 0.203 -1.588
H -1.060 -4.375 6.563
H 0.634 4.876 -1.566
H 3.633 3.821 -2.780
H 0.452 4.831 -3.303
H 5.274 2.222 -4.081
H -1.692 -3.095 3.823
H -6.581 2.511 -1.294
H -1.660 0.710 3.847
H -1.642 -1.590 1.042
H 0.038 -2.157 1.033

As for the LUMO energy (alpha / beta): -3.57 / -5.56 eV. The HOMO energy (alpha / beta) comes out at -11.14 / -11.09 eV. For the energy above the lowest of the compared OMol25 structures with the same formula, charge and spin, the calculation gives 0.0 kcal per mole. As for the charge: +1. As for the HOMO-LUMO gap (alpha / beta): 7.57 / 5.53 eV. The spin multiplicity is 5.

Here is a structure of composition C26H25FeNSi at a distorted geometry from OMol25. Energies are from wB97M-V/def2-TZVPD.

Cartesian coordinates (Å):
Fe -0.092 -0.226 -1.978
Si 0.027 0.004 0.330
N 1.303 0.917 -1.971
C -0.324 1.715 1.021
C 4.008 -1.222 0.827
C -1.286 -1.113 1.145
C 0.214 1.677 -2.930
C -1.928 -3.103 2.378
C -1.279 -1.397 -3.192
C -2.645 -0.854 0.889
C -1.122 1.397 -2.420
C 0.166 -2.232 -1.566
C 0.065 -1.335 -3.713
C -0.934 -2.226 1.914
C 3.076 -0.865 3.029
C 0.958 -1.847 -2.706
C -1.605 3.279 2.371
C 1.855 -0.490 2.452
C 0.532 2.759 0.644
C 0.310 4.059 1.113
C -1.219 -1.975 -1.884
C 4.153 -1.239 2.217
C -0.767 4.323 1.968
C 1.696 -0.503 1.057
C 0.632 2.410 -4.013
C -1.373 1.975 1.916
C 2.789 -0.850 0.251
C -3.272 -2.872 2.077
C -3.633 -1.740 1.338
H 4.841 -1.498 0.177
H -1.430 1.959 -1.529
H -4.680 -1.537 1.108
H 0.113 -2.418 2.153
H 0.978 4.865 0.806
H -2.444 3.472 3.042
H -2.066 -2.241 -1.263
H 3.180 -0.868 4.115
H 2.023 -2.018 -2.815
H -1.637 -3.972 2.970
H 0.345 -1.033 -4.718
H -2.012 1.161 2.260
H 2.228 1.037 -2.395
H -0.110 2.911 -4.641
H 2.704 -0.821 -0.836
H -2.936 0.039 0.329
H -0.951 5.339 2.323
H -4.040 -3.571 2.415
H 1.690 2.546 -4.240
H 1.022 -0.194 3.097
H -2.192 -1.128 -3.713
H 5.102 -1.540 2.665
H 1.365 2.546 -0.031
H 0.529 -2.744 -0.681
H -1.928 1.276 -3.161

As for the LUMO energy (alpha / beta): 3.04 / 2.98 eV. The HOMO energy (alpha / beta) comes out at -1.42 / -4.03 eV. For the energy above the lowest of the compared OMol25 structures with the same formula, charge and spin, the calculation gives 0.0 kcal per mole. As for the charge: -1. As for the HOMO-LUMO gap (alpha / beta): 4.46 / 7.00 eV. The spin multiplicity is 6.

Here is a structure of composition C26H25Ge2N4O8RuS at a distorted geometry from OMol25. Energies are from wB97M-V/def2-TZVPD.

Cartesian coordinates (Å):
Ru 0.812 0.621 -0.154
Ge -1.528 0.617 -0.512
Ge -2.453 -1.792 -0.043
S 1.200 2.718 -0.905
O 1.806 -3.050 -2.269
O 2.895 -4.813 -1.628
O 4.033 -5.898 2.634
O 2.907 0.430 -0.063
O 3.871 -4.337 4.155
O 1.107 -1.331 -0.482
O 1.118 0.377 1.838
O 1.910 -0.479 3.662
N 1.791 -0.534 2.450
N 2.342 -3.729 -1.426
N 3.530 1.623 -0.272
N 3.691 -4.785 3.032
C -3.617 0.766 -4.204
C 3.025 -3.884 2.112
C -2.413 3.939 1.807
C 3.656 3.970 -0.692
C -2.917 1.232 2.065
C -3.259 2.006 -4.733
C -2.024 -2.793 -1.731
C 2.718 -4.319 0.843
C 2.876 2.807 -0.544
C -1.941 2.409 -2.769
C 5.621 2.694 -0.385
C -2.384 2.820 -4.018
C -2.223 3.096 0.713
C 5.034 3.945 -0.603
C 4.860 1.562 -0.207
C -3.169 2.090 3.120
C -1.372 -2.241 1.559
C 2.170 -1.717 1.747
C 2.858 -2.605 2.569
C -2.887 3.441 2.985
C -4.373 -1.433 0.114
C -3.239 0.421 -2.915
C -2.336 1.215 -2.223
C 2.289 -3.328 -0.058
C 1.855 -2.014 0.333
C -2.392 1.727 0.864
H -0.950 -2.729 -1.897
H -4.859 -1.722 -0.796
H -2.292 -3.846 -1.681
H -4.253 0.067 -4.775
H -4.843 -1.938 0.950
H 6.687 2.559 -0.234
H -3.753 2.322 -5.668
H 2.884 -5.372 0.678
H -3.532 1.690 4.079
H -1.859 3.518 -0.218
H -3.129 0.126 2.125
H -2.085 3.785 -4.397
H 5.357 0.626 0.037
H -0.963 -1.347 2.032
H 3.092 4.885 -0.877
H -4.560 -0.365 0.250
H 5.627 4.837 -0.647
H 3.195 -2.306 3.541
H -2.513 -2.341 -2.572
H -3.118 4.131 3.775
H -1.956 -2.808 2.271
H -3.673 -0.470 -2.431
H -1.275 3.098 -2.234
H -0.545 -2.847 1.217
H -2.131 5.004 1.704

As for the LUMO energy (alpha / beta): -7.63 / -10.15 eV. The HOMO energy (alpha / beta) comes out at -14.43 / -14.31 eV. For the energy above the lowest of the compared OMol25 structures with the same formula, charge and spin, the calculation gives 0.0 kcal per mole. As for the charge: +2. As for the HOMO-LUMO gap (alpha / beta): 6.80 / 4.16 eV. The spin multiplicity is 6.

Here is a cluster of 2 separate species, C26H25N3 in total at a distorted geometry from OMol25. Energies are from wB97M-V/def2-TZVPD.

Cartesian coordinates (Å):
N -0.287 0.362 -3.073
N -0.849 0.766 -5.235
N -0.768 -1.257 1.411
C -1.640 0.285 -3.171
C 2.800 -0.141 3.481
C -4.370 -3.653 -1.316
C 0.463 0.246 2.998
C -1.998 0.535 -4.538
C 4.074 3.050 -1.760
C -2.446 -2.925 0.582
C 1.500 0.485 -0.801
C -4.167 -2.303 -1.005
C 0.367 0.305 -0.036
C -3.606 -4.636 -0.675
C 1.513 2.968 -0.618
C -0.144 -0.970 0.269
C 2.144 1.756 -0.999
C -2.652 -4.274 0.276
C 1.529 -0.639 3.178
C 2.976 1.228 3.717
C -1.406 -2.578 1.621
C 1.880 2.095 3.641
C 2.147 4.193 -0.830
C 3.423 4.243 -1.406
C 0.617 1.600 3.315
C 0.182 0.655 -4.329
C 3.446 1.827 -1.561
C -0.870 -0.251 2.495
C -3.220 -1.940 -0.039
H 3.649 -0.824 3.542
H -1.487 0.587 2.129
H 3.942 0.890 -1.832
H 1.972 -0.396 -1.243
H -3.069 -0.888 0.220
H -0.259 2.254 3.286
H 1.635 5.114 -0.548
H -5.127 -3.934 -2.049
H -1.843 -2.578 2.627
H -2.038 -5.023 0.782
H 0.516 2.936 -0.174
H 3.908 5.204 -1.580
H -0.054 -1.790 -0.457
H -0.155 1.176 0.379
H 3.962 1.616 3.979
H 1.365 -1.714 3.055
H -1.421 -0.735 3.310
H 5.071 3.082 -2.202
H -3.754 -5.689 -0.910
H -4.749 -1.525 -1.499
H -0.615 -3.347 1.618
H -2.323 0.077 -2.355
H -3.004 0.547 -4.943
H 2.004 3.160 3.842
H 1.234 0.772 -4.569

As for the LUMO energy: -1.50 eV. The HOMO energy comes out at -5.67 eV. For the energy above the lowest of the compared OMol25 structures with the same formula, charge and spin, the calculation gives 0.0 kcal per mole. As for the HOMO-LUMO gap: 4.17 eV.

Question: Which formula does entry 3 have?
Answer: C26H25BClO20PSi